# 1
ORCA calculation (the ωB97M-V functional and the def2-TZVPD basis) on one molecule with the formula C2H4F3N.

Structure (ORCA input):
```
! RIJCOSX wB97M-V def2-TZVPD def2/J DEFGRID3
* xyz 0 1
F 0.694 2.115 -1.099
C -0.907 0.366 -0.586
C -0.549 0.310 0.988
F 0.543 -0.443 1.295
H -1.152 -0.579 -1.032
N 0.497 0.739 -1.259
H -1.454 0.002 1.638
H -1.716 1.142 -0.807
H -0.296 1.301 1.400
F 0.332 0.589 -2.676
*
```

## Properties
- structure (SMILES) = FCCN(F)F
- LUMO level (eV) = 0.943
- total energy (a.u.) = -432.796888
- energy relative to the best compared isomer or geometry (same formula, charge and spin) (kcal per mole) = 112.2
- highest occupied orbital energy (Ha) = -0.398

The computed Mulliken charges, all in e, follow: atom 1 (F): -0.1702, atom 2 (C): -0.3724, atom 3 (C): -0.2569, atom 4 (F): -0.2609, atom 5 (H): 0.3339, atom 6 (N): 0.1255, atom 7 (H): 0.2682, atom 8 (H): 0.2920, atom 9 (H): 0.2525, atom 10 (F): -0.2117

# 2
ORCA calculation (the ωB97M-V functional and the def2-TZVPD basis) on a 17-piece molecular cluster, C23H59BCl2N4O23 overall.

Structure (ORCA input):
```
! RIJCOSX wB97M-V def2-TZVPD def2/J DEFGRID3
* xyz 0 1
H 2.195 3.282 -2.718
C 4.043 -2.141 -1.745
C -3.302 1.854 2.337
H 2.347 6.030 -6.016
H 1.632 -2.587 -0.341
B -0.475 1.991 -3.748
H -4.459 4.396 -0.553
H -4.588 2.934 5.008
C -0.963 -0.614 -0.954
H 1.958 2.526 -4.281
O 3.968 -3.509 -1.299
C 4.218 -5.207 -2.981
H -4.792 2.917 8.391
H 1.583 1.156 -5.925
N 1.041 0.133 3.072
C -1.615 -1.300 1.636
N 2.733 -1.515 3.261
H -4.476 2.906 -0.840
H 5.041 -1.995 -2.162
H 7.945 -4.655 -3.401
O 0.426 1.970 0.448
C 1.274 -1.283 3.230
O 2.844 5.219 -5.862
C 3.869 -1.182 -0.590
O 0.463 -5.023 3.865
N -1.954 -1.759 2.930
C 2.450 -0.609 -0.402
O -8.869 5.324 1.542
O 2.121 -4.361 -2.236
N 0.715 -1.658 4.531
H -7.646 4.279 -0.607
C -4.240 0.723 2.082
H 1.305 0.490 2.162
H 3.598 -5.788 -3.659
H 0.078 -2.973 2.670
O 2.967 -3.484 5.395
H 3.073 -4.331 5.839
O -4.040 3.568 -0.294
O -6.720 4.030 -0.692
O -4.364 0.272 -1.328
H 0.059 0.359 3.184
O 3.493 -2.232 -4.975
C -1.314 1.078 -2.775
H 4.528 -0.326 -0.734
H -8.445 5.745 2.299
H -3.548 3.254 6.074
H -3.726 1.941 8.886
H -3.532 -2.887 -1.136
Cl -4.992 -1.707 1.183
C 0.638 -2.227 2.117
H 3.352 -1.954 -2.563
H -0.285 -5.537 3.544
H 2.381 -0.268 0.629
C 1.348 -1.614 -0.733
C -3.167 0.441 -1.333
C -2.223 -0.284 -0.440
H 2.820 -2.523 3.370
H -6.630 3.284 -0.088
C -0.705 -0.211 -2.364
H -0.927 0.991 -5.321
H -3.118 1.942 3.408
H -6.831 4.236 3.578
H -3.709 2.783 1.948
H 7.598 -4.100 -2.031
C 1.553 3.271 -3.597
H 1.420 -2.756 1.588
H 1.827 4.529 -0.245
H 4.725 -5.908 -2.322
H 8.996 -2.633 -4.538
H 1.677 4.236 -4.074
H 0.822 4.237 -1.357
C -2.559 -0.644 0.852
H 1.277 -1.748 -1.803
H -0.009 2.785 0.169
H -5.749 4.532 4.608
H 0.039 1.277 -0.105
O -0.069 -0.856 -3.174
H 1.372 -2.278 4.999
C -2.522 1.373 -2.283
O 1.905 0.337 -5.538
H -8.794 5.978 0.840
H 10.346 -3.167 -4.999
H -2.346 1.669 1.853
O -6.435 4.958 4.077
O 0.202 3.034 -3.195
Cl -5.868 0.819 2.672
C -3.898 -0.381 1.417
H 1.104 -0.151 -5.313
O 7.196 -4.474 -2.821
H 3.110 -1.319 2.338
O -3.855 2.708 8.319
O -4.215 3.666 5.512
H -3.037 2.289 -2.538
H 2.371 0.274 -1.037
C -2.260 -1.048 3.863
O -0.402 1.765 -5.095
O -2.584 -0.379 4.763
H 4.212 -1.674 0.321
H 3.819 -3.045 5.496
H 3.180 -1.410 -5.375
H 4.932 -4.624 -3.549
H 0.744 -0.809 5.088
H 0.072 -4.361 4.449
O 9.554 -3.417 -4.515
H 2.500 4.604 -6.518
C 3.317 -4.338 -2.170
C -0.002 -1.262 -0.169
H -2.811 -3.120 -2.461
O 1.145 4.943 -0.784
O -2.811 -3.387 -1.536
C -0.327 -1.583 1.165
H 2.687 -2.722 -4.774
*
```

## Properties
- LUMO level (eV) = -1.306
- total energy (a.u.) = -3806.694581
- highest occupied orbital energy (Ha) = -0.331

These are the Mulliken partial charges, in e, on atoms 1 to 99: atom 1 (H): 0.2766, atom 2 (C): -0.2768, atom 3 (C): -0.7900, atom 4 (H): 0.3223, atom 5 (H): 0.4162, atom 6 (B): 0.9264, atom 7 (H): 0.2414, atom 8 (H): 0.2794, atom 9 (C): 0.4353, atom 10 (H): 0.2067, atom 11 (O): -0.3923, atom 12 (C): -1.1204, atom 13 (H): 0.3193, atom 14 (H): 0.2913, atom 15 (N): -0.6623, atom 16 (C): -0.3205, atom 17 (N): -0.8769, atom 18 (H): 0.2674, atom 19 (H): 0.4401, atom 20 (H): 0.2860, atom 21 (O): -0.6553, atom 22 (C): 0.4983, atom 23 (O): -0.6462, atom 24 (C): -1.1385, atom 25 (O): -0.6245, atom 26 (N): -0.4426, atom 27 (C): 0.5973, atom 28 (O): -0.6329, atom 29 (O): -0.5215, atom 30 (N): -0.3115, atom 31 (H): 0.2652, atom 32 (C): 0.8533, atom 33 (H): 0.2511, atom 34 (H): 0.3294, atom 35 (H): 0.2671, atom 36 (O): -0.5914, atom 37 (H): 0.2665, atom 38 (O): -0.4810, atom 39 (O): -0.6032, atom 40 (O): -0.6130, atom 41 (H): 0.2708, atom 42 (O): -0.6126, atom 43 (C): 0.4683, atom 44 (H): 0.5159, atom 45 (H): 0.3316, atom 46 (H): 0.3300, atom 47 (H): 0.3126, atom 48 (H): 0.2975, atom 49 (Cl): -0.2111, atom 50 (C): -0.9572, atom 51 (H): 0.1738, atom 52 (H): 0.2900, atom 53 (H): -0.3936, atom 54 (C): -1.7621, atom 55 (C): -0.6597, atom 56 (C): 1.2092, atom 57 (H): 0.4530, atom 58 (H): 0.3013, atom 59 (C): -0.1418, atom 60 (H): 0.3653, atom 61 (H): 0.2198, atom 62 (H): 0.3003, atom 63 (H): 0.4411, atom 64 (H): 0.2697, atom 65 (C): -0.7464, atom 66 (H): 0.3191, atom 67 (H): 0.3499, atom 68 (H): 0.3792, atom 69 (H): 0.3192, atom 70 (H): 0.4316, atom 71 (H): 0.3161, atom 72 (C): 0.7895, atom 73 (H): 1.1821, atom 74 (H): 0.2478, atom 75 (H): 0.3850, atom 76 (H): 0.1366, atom 77 (O): -0.7305, atom 78 (H): 0.3412, atom 79 (C): -0.2448, atom 80 (O): -0.6827, atom 81 (H): 0.3121, atom 82 (H): 0.2962, atom 83 (H): -0.2470, atom 84 (O): -0.6154, atom 85 (O): -0.4581, atom 86 (Cl): -0.2389, atom 87 (C): -0.6740, atom 88 (H): 0.2753, atom 89 (O): -0.5222, atom 90 (H): 0.2284, atom 91 (O): -0.6255, atom 92 (O): -0.6959, atom 93 (H): 0.3798, atom 94 (H): 0.0908, atom 95 (C): 0.7383, atom 96 (O): -0.8827, atom 97 (O): -0.5233, atom 98 (H): 0.2711, atom 99 (H): 0.2723

# 3
ORCA calculation (the ωB97M-V functional and the def2-TZVPD basis) on C36H38FN7O3PbS5 as an isolated structure.

Structure (ORCA input):
```
! RIJCOSX wB97M-V def2-TZVPD def2/J DEFGRID3
* xyz 0 1
C -0.715 2.286 1.731
C 3.500 3.348 -1.756
H -7.754 -2.975 1.915
N 6.356 -1.048 -1.201
C -1.736 2.635 2.533
H -4.605 1.878 3.848
H 6.998 -3.751 0.296
H 3.361 4.403 -1.982
C 0.643 2.966 1.936
C 6.004 1.921 1.101
H -5.383 -3.246 1.126
H 7.691 0.835 1.817
C 1.197 0.546 -2.457
C 8.223 1.989 0.081
H -9.436 -2.781 0.160
N 5.574 0.092 -1.247
C 5.564 2.802 0.085
C -3.241 1.013 1.665
H -8.239 -2.636 -0.965
H -0.614 3.002 -3.903
C 0.190 2.511 -3.368
H 0.427 -1.029 -1.256
H 4.960 0.101 -2.050
C -3.677 -1.100 -0.084
H -5.924 -2.976 -0.531
F -3.889 -2.100 -0.983
S 1.201 -1.747 1.537
H -1.663 -0.797 -0.733
H -6.869 0.522 0.201
N -6.023 -1.291 0.789
H -4.408 4.380 2.081
S 3.836 3.225 0.057
C 1.085 -4.392 0.997
C 6.148 -2.033 -0.299
C -6.957 -0.536 -0.037
H -3.553 3.254 4.100
H 7.863 -2.975 -0.958
S 5.024 -2.041 0.922
C 7.784 2.897 -0.874
C -2.461 -0.474 -0.074
C 6.459 3.316 -0.851
C 2.086 -3.139 -0.777
S 4.974 1.310 2.377
C 7.353 1.532 1.059
H -5.425 2.991 1.694
H 2.029 -6.467 -1.514
C 1.876 -5.551 -0.957
H 0.665 -1.477 -2.965
O 0.600 4.186 2.146
C -7.509 -3.203 0.880
H -6.744 -0.654 -1.114
C 2.274 -4.334 -1.478
H -9.100 -0.461 -0.372
C 0.165 1.143 -3.177
C -4.041 2.658 3.333
H -5.263 0.602 2.335
H -0.647 0.539 -3.562
C 1.501 -3.135 0.510
H 0.622 -4.411 1.976
H -1.586 3.428 3.255
H 1.290 4.321 -2.976
H 8.465 3.291 -1.619
N 2.246 1.250 -2.026
H -7.620 -4.270 0.698
C -8.379 -0.978 0.257
C 1.265 -5.566 0.292
N 6.993 -3.096 -0.465
H 6.122 4.054 -1.569
C 1.085 -0.927 -2.123
C -2.232 0.597 0.779
N -8.483 -2.458 0.010
C 1.253 3.245 -2.863
N -2.987 2.056 2.527
C 2.282 2.577 -2.214
Pb 2.913 0.363 0.713
S 2.666 -1.672 -1.619
C -4.470 0.339 1.647
H 6.972 -1.243 -1.973
H 2.745 -4.285 -2.453
H -5.762 3.957 3.143
H 9.248 1.637 0.059
H 0.934 -6.504 0.725
C -0.928 1.301 0.698
C -4.702 -0.711 0.777
O -0.155 1.055 -0.214
C -6.118 -2.720 0.520
O 1.639 2.198 1.905
H 4.381 2.978 -2.280
H -8.617 -0.810 1.305
H 6.151 0.921 -1.189
C -4.970 3.551 2.513
*
```

## Properties
- LUMO level (eV) = -1.861
- total energy (a.u.) = -4287.277706
- energy relative to the best compared isomer or geometry (same formula, charge and spin) (kcal per mole) = 5.5
- highest occupied orbital energy (Ha) = -0.188

The computed Mulliken charges, all in e, follow: atom 1 (C): -0.1048, atom 2 (C): -0.6261, atom 3 (H): 0.3624, atom 4 (N): -0.3870, atom 5 (C): 0.0168, atom 6 (H): 0.3770, atom 7 (H): 0.2470, atom 8 (H): 0.4386, atom 9 (C): -0.1977, atom 10 (C): 0.3059, atom 11 (H): 0.5283, atom 12 (H): 0.4054, atom 13 (C): 0.6732, atom 14 (C): -0.5348, atom 15 (H): 0.3472, atom 16 (N): -0.3063, atom 17 (C): 0.1933, atom 18 (C): 0.0279, atom 19 (H): 0.3937, atom 20 (H): 0.4051, atom 21 (C): -0.5899, atom 22 (H): -0.6211, atom 23 (H): 0.2600, atom 24 (C): 0.2048, atom 25 (H): 0.4183, atom 26 (F): -0.3788, atom 27 (S): -0.3269, atom 28 (H): 0.5358, atom 29 (H): 0.3481, atom 30 (N): 0.2356, atom 31 (H): 0.3233, atom 32 (S): -0.0735, atom 33 (C): -0.8137, atom 34 (C): 0.6518, atom 35 (C): -0.3911, atom 36 (H): 0.4776, atom 37 (H): 0.1896, atom 38 (S): -0.2574, atom 39 (C): -0.6964, atom 40 (C): -0.2237, atom 41 (C): -0.3450, atom 42 (C): 0.3959, atom 43 (S): -0.4205, atom 44 (C): -0.6760, atom 45 (H): 0.2154, atom 46 (H): 0.3832, atom 47 (C): -0.6392, atom 48 (H): 0.6267, atom 49 (O): -0.7449, atom 50 (C): -0.9527, atom 51 (H): 0.2750, atom 52 (C): -0.6527, atom 53 (H): 0.4104, atom 54 (C): -0.9520, atom 55 (C): -0.9632, atom 56 (H): 0.5034, atom 57 (H): 0.4634, atom 58 (C): 0.4139, atom 59 (H): 0.4311, atom 60 (H): 0.4681, atom 61 (H): 0.3932, atom 62 (H): 0.3946, atom 63 (N): 0.1913, atom 64 (H): 0.4283, atom 65 (C): -0.7423, atom 66 (C): -0.5029, atom 67 (N): -0.5455, atom 68 (H): 0.4241, atom 69 (C): -0.0421, atom 70 (C): 0.7694, atom 71 (N): -0.1366, atom 72 (C): -1.0884, atom 73 (N): 0.1180, atom 74 (C): 0.3755, atom 75 (Pb): 0.9347, atom 76 (S): -0.2305, atom 77 (C): -0.5564, atom 78 (H): 0.2119, atom 79 (H): 0.3841, atom 80 (H): 0.3879, atom 81 (H): 0.3459, atom 82 (H): 0.3553, atom 83 (C): 0.3093, atom 84 (C): -1.4245, atom 85 (O): 0.1867, atom 86 (C): -0.5196, atom 87 (O): -0.6481, atom 88 (H): 0.4827, atom 89 (H): 0.3549, atom 90 (H): 0.2415, atom 91 (C): -0.9297

# 4
ORCA calculation (the ωB97M-V functional and the def2-TZVPD basis) on a 2-piece molecular cluster, C19H27Si overall.

Structure (ORCA input):
```
! RIJCOSX wB97M-V def2-TZVPD def2/J DEFGRID3
* xyz 1 1
C 4.063 1.533 -0.622
H -0.598 -0.396 -1.909
C 3.046 0.423 -2.534
H -5.119 0.322 -2.922
H 2.667 2.376 0.819
C -2.655 0.281 -2.109
C -3.630 1.166 -1.648
H 2.959 -1.098 0.148
C 1.659 1.387 -0.824
H 0.887 0.567 -2.642
H 4.946 1.904 -0.098
C 2.352 -1.638 2.172
C 2.965 -1.980 0.799
H 0.396 0.146 4.166
C 1.776 0.760 -2.057
H -2.556 -2.906 0.490
H 0.350 2.458 0.534
H -0.051 -2.682 0.201
C 4.183 0.795 -1.812
H 3.126 -0.085 -3.481
C -5.047 1.034 -2.099
H 2.879 -0.771 2.608
C 2.797 1.801 -0.116
C -3.307 2.173 -0.734
C -0.198 -0.706 3.796
H -0.159 -1.523 4.533
H -2.906 -0.465 -2.870
C -2.005 -2.105 0.998
C -1.352 0.344 -1.614
Si 0.516 -1.369 2.213
H 2.453 -2.476 2.880
H -1.239 -0.367 3.675
H -4.061 2.880 -0.402
H -0.434 -3.432 1.772
H -2.097 -1.211 0.371
H 5.176 0.558 -2.203
H -2.499 -1.903 1.955
H 4.011 -2.288 0.916
H -1.703 3.073 0.431
H 2.419 -2.784 0.286
H 0.327 0.758 0.588
C -1.031 1.412 -0.754
C -0.525 -2.505 1.182
H -5.446 1.997 -2.433
C -2.006 2.299 -0.284
H -5.660 0.683 -1.259
C 0.334 1.556 -0.109
*
```

## Properties
- LUMO level (eV) = -5.005
- total energy (a.u.) = -1029.420053
- energy relative to the best compared isomer or geometry (same formula, charge and spin) (kcal per mole) = 0.0
- highest occupied orbital energy (Ha) = -0.418

The computed Mulliken charges, all in e, follow: atom 1 (C): -0.5945, atom 2 (H): 0.4855, atom 3 (C): -0.8534, atom 4 (H): 0.3549, atom 5 (H): 0.3618, atom 6 (C): -0.9858, atom 7 (C): 1.0735, atom 8 (H): 0.0868, atom 9 (C): 0.9383, atom 10 (H): 0.6682, atom 11 (H): 0.3999, atom 12 (C): -0.4496, atom 13 (C): -0.8743, atom 14 (H): 0.3535, atom 15 (C): -0.2774, atom 16 (H): 0.3801, atom 17 (H): 0.4002, atom 18 (H): 0.3656, atom 19 (C): -0.5480, atom 20 (H): 0.4537, atom 21 (C): -1.5036, atom 22 (H): 0.4226, atom 23 (C): -0.4876, atom 24 (C): -0.6746, atom 25 (C): -1.0263, atom 26 (H): 0.3958, atom 27 (H): 0.2924, atom 28 (C): -1.0607, atom 29 (C): -0.6004, atom 30 (Si): 0.3720, atom 31 (H): 0.4387, atom 32 (H): 0.3810, atom 33 (H): 0.4101, atom 34 (H): 0.5026, atom 35 (H): 0.1731, atom 36 (H): 0.3919, atom 37 (H): 0.3336, atom 38 (H): 0.3840, atom 39 (H): 0.3417, atom 40 (H): 0.3311, atom 41 (H): -0.7038, atom 42 (C): 1.3292, atom 43 (C): -0.4255, atom 44 (H): 0.3797, atom 45 (C): -0.8803, atom 46 (H): 0.2969, atom 47 (C): -0.5525